Entry 1:
Here is a molecular structure, C42H39Br2N4OPTi from the OMol25 dataset. Energies are from the ωB97M-V functional and the def2-TZVPD basis.

```
90
Properties=species:S:1:pos:R:3:forces:R:3:mulliken_charge:R:1
C -3.624967 -4.995745 -0.334870 0.0 0.0 0.0 -0.6250
C 1.965057 3.039360 0.101001 -0.1 0.0 0.1 -1.0585
H -0.491933 4.178548 3.202284 0.0 0.0 0.0 0.3227
C -2.319750 -1.719396 -3.377426 0.1 -0.1 0.0 -0.9531
C 1.041296 -3.069922 2.352943 -0.1 0.0 0.0 -0.1983
C 0.044418 3.302269 -2.647031 -0.2 0.0 0.1 -0.0692
C 1.972146 -3.527902 3.266236 0.1 0.0 0.0 -0.6782
H -5.550228 -1.477985 3.733564 0.0 0.0 0.0 0.4872
C -2.480896 0.634642 2.686852 -0.1 -0.2 0.0 -0.1095
C -1.286133 1.500633 2.561293 0.2 0.0 0.1 0.1950
H -3.096938 -1.336207 -4.025148 0.0 0.0 0.0 0.5812
H 2.621759 -3.494985 5.312358 0.0 0.0 0.0 0.4394
H 0.467344 -2.865600 -1.044799 0.0 0.0 0.0 0.3507
C -1.934717 -3.054053 -3.417139 -0.1 0.1 0.0 -0.7581
C -3.601984 1.240086 3.254016 0.0 0.0 0.0 -1.0298
H -0.899518 -1.229722 4.442415 0.0 0.0 0.0 0.4770
H 0.793748 -2.007622 6.052776 0.0 0.0 0.0 0.4678
H -1.005783 -4.600183 1.766998 0.1 0.0 0.0 0.4801
C 3.116882 -0.219695 -0.302863 0.1 -0.1 -0.1 0.2429
H 1.130028 -3.359486 1.311786 0.0 0.0 0.0 0.2714
C -0.086451 -1.861372 4.104214 0.0 0.0 0.0 -0.6468
H -2.458449 1.016000 -3.315642 0.0 0.0 0.1 0.5564
H 1.743574 4.311931 1.775663 0.0 0.0 0.0 0.5326
C 0.865635 -2.305907 5.015099 -0.1 0.0 0.0 -0.8177
C 1.888643 -3.141131 4.599796 0.0 0.0 0.0 -0.7708
H 0.538367 3.227134 4.292167 0.0 0.0 0.0 0.2901
C -1.130478 5.383370 -2.823742 0.0 0.1 0.0 -0.1607
C -2.269366 4.797856 -2.291972 -0.1 0.1 0.0 -0.5394
C -2.485930 -0.749953 2.454089 -0.1 0.2 0.0 0.0145
C 1.091092 3.654471 1.190906 0.0 -0.1 -0.1 0.2889
C 0.023729 4.637149 -3.012100 0.1 0.1 0.0 -0.7593
C 4.432769 -0.315823 -0.709365 0.0 0.0 0.2 -0.9410
C -1.810935 0.575740 -2.558398 0.1 0.1 -0.1 -0.1251
H -0.565611 -4.502111 -2.602106 0.0 0.0 0.0 0.5374
N 2.093170 -0.159834 -1.145399 -0.3 0.1 0.2 0.8114
C 2.355540 -0.195038 -2.460847 -0.1 0.0 0.1 -0.6342
C -3.146391 -2.665865 -0.014210 0.1 0.0 -0.1 -0.0310
P -1.157036 -1.581403 1.533501 0.2 0.2 -0.4 1.8143
C -2.258486 3.456876 -1.943996 0.1 -0.1 0.0 -0.1599
O -1.172987 2.292967 3.627105 -0.1 0.0 0.0 -0.3755
H -4.231820 -5.776140 -0.774978 0.0 0.0 0.0 0.4310
C 4.685235 -0.344687 -2.069638 -0.1 0.0 -0.1 -0.5548
H 1.497907 2.016797 2.507927 0.0 0.1 0.0 0.6901
H -3.163647 5.390609 -2.155449 0.0 0.0 0.0 0.4846
C -0.909113 -3.477191 -2.590788 0.1 0.0 0.1 -0.8763
C -3.594467 -1.488961 2.860263 -0.1 0.0 0.1 -0.4322
C -2.566678 -5.323854 0.497201 0.0 0.0 0.0 -0.8804
C -3.922883 -3.660542 -0.580542 0.0 0.1 0.0 -0.8422
H -2.420520 -3.745748 -4.091965 0.0 0.0 0.0 0.4848
H 2.889093 2.640825 0.520835 0.0 0.0 0.0 0.5011
Br 2.649733 -0.199095 1.534551 0.1 -0.2 -0.2 0.1005
H 0.937183 2.709569 -2.802294 0.0 0.0 0.0 0.4094
Ti 0.011511 0.270927 -0.219612 0.2 -0.3 0.7 0.5184
H -4.765251 -3.397465 -1.207811 0.0 0.0 0.0 0.4793
H 4.921713 -0.379322 -4.698578 0.0 0.0 0.0 0.3968
N -0.685110 -1.286631 -1.671853 0.2 0.1 0.0 1.1305
N -0.366899 1.594647 1.660040 0.0 0.0 -0.2 1.0428
H -0.407463 5.233751 1.364440 0.0 0.0 0.0 0.4806
H 0.246556 5.034040 -0.247151 0.0 0.0 0.0 0.4458
H 1.466489 2.205100 -0.412563 0.0 0.1 -0.1 -0.2809
H 3.369974 -1.186939 -4.913911 0.0 0.0 0.0 0.3413
C -4.703582 -0.878044 3.427934 0.1 0.0 0.0 -0.7887
N -1.057639 1.312689 -1.822889 -0.3 -0.2 -0.1 0.5890
C -1.656301 -0.871786 -2.507168 0.1 0.1 -0.1 -0.1620
H -3.602577 -2.560913 2.717423 0.0 0.0 0.0 0.5847
H -3.144381 2.993721 -1.526039 0.0 0.0 0.0 0.5227
C 0.627318 2.588542 2.180509 0.1 0.1 0.2 -0.8102
H -2.347957 -6.361277 0.714127 0.0 0.0 0.0 0.4727
H 5.233351 -0.364986 0.014725 0.0 0.0 0.0 0.5312
H 5.705345 -0.417660 -2.424889 0.0 0.0 0.0 0.4284
H -0.913465 3.866139 0.376425 0.0 0.0 0.0 0.1427
H 3.458364 0.571207 -4.945349 0.0 0.0 0.0 0.3372
C 3.634073 -0.285928 -2.984297 0.1 0.0 0.0 0.1129
H 2.770885 -4.181820 2.940804 0.0 0.0 0.0 0.4769
C -1.799349 -4.325495 1.086715 0.1 0.1 0.0 -0.2834
H -3.396345 -1.625575 -0.194810 0.0 0.0 0.0 0.4072
H -3.588562 2.303408 3.447844 0.0 0.0 0.0 0.5860
H 2.217662 3.771936 -0.664269 0.0 0.0 0.0 0.5195
C -4.719792 0.496213 3.592972 0.0 0.0 0.0 -0.9198
C -0.075967 3.192409 3.397672 0.1 0.0 -0.1 -0.4689
H -5.586264 0.988816 4.012739 0.0 0.0 0.0 0.4423
C -0.007709 -2.244696 2.769047 0.0 0.0 0.0 0.4818
H 1.487949 -0.149507 -3.109353 0.0 0.0 0.0 0.5303
C -0.323745 -2.565549 -1.721502 -0.1 -0.2 -0.1 -0.4249
Br -1.148665 7.212141 -3.291106 0.0 -0.2 0.0 -0.1143
C 3.860794 -0.322030 -4.466060 0.0 0.0 -0.1 -1.4150
C -2.072703 -2.988095 0.820247 0.0 0.0 0.0 0.0143
C -0.062836 4.491945 0.645304 0.0 0.0 0.0 -1.4696
H 0.900712 5.099861 -3.444825 0.0 0.0 0.0 0.4760
C -1.097489 2.715554 -2.112569 0.0 0.2 -0.1 -0.5891
```
Forces are in eV/Å.

total energy = -8256.6187 Ha
net charge = +2
HOMO (alpha / beta) = -0.4596 / -0.4918 hartree
energy relative to the best compared isomer or geometry (same formula, charge and spin) = 0.0 kJ/mol
Kohn-Sham gap (alpha / beta) = 6.72 / 7.36 eV
M = 854.5 g mol⁻¹
LUMO level (alpha / beta) = -5.788 / -6.029 eV
multiplicity = 3

Entry 2:
Here is a molecular structure, C41H35BiN5O3Te from the OMol25 dataset. Energies are from the ωB97M-V functional and the def2-TZVPD basis.

```
86
Properties=species:S:1:pos:R:3:forces:R:3:mulliken_charge:R:1
H -1.601229 0.824034 1.125193 0.0 0.0 0.0 0.0096
C 1.482449 0.448541 -4.910116 0.0 0.0 0.0 -0.8270
C -0.710862 3.207474 3.446731 0.0 -0.1 0.0 -0.5565
H 3.596735 -2.412934 -0.046893 0.0 0.0 0.0 0.4430
H 2.045016 -0.061594 -5.688512 0.0 0.0 0.0 0.4096
H -0.463860 -0.359153 7.063725 0.0 0.0 0.0 0.4675
C 0.740201 2.605608 1.603048 0.0 0.0 0.0 0.3174
H -3.965993 1.453658 1.364737 0.0 0.0 0.0 0.5007
N 0.663377 1.151601 3.554346 0.1 0.1 0.0 -0.0944
C 0.380782 0.872772 4.858461 0.1 0.1 -0.1 0.1991
H -3.334110 -1.745242 2.190688 0.0 0.0 0.0 0.4552
C -0.648819 -1.889128 2.072825 0.0 0.5 -0.1 0.5397
C -1.222195 -3.574615 0.288139 -0.1 0.0 0.0 0.2844
C 0.358632 3.789304 0.966770 0.1 0.0 0.0 -0.5486
H -0.422576 2.222313 -0.854200 0.0 0.0 0.0 -0.6232
C 0.449995 -2.311957 6.861248 0.0 0.0 0.0 -0.3618
Te 0.148821 -0.766945 -0.846883 -0.5 -0.1 -0.8 0.7001
C 0.467657 0.413000 -2.718519 0.1 0.2 0.1 0.2334
C -1.899783 -0.250146 -0.712845 0.0 0.0 0.0 1.3402
O 2.643036 3.047693 -0.512402 0.0 0.1 -0.1 -0.7679
H 0.771052 2.152610 -7.204066 0.0 0.0 0.0 0.3103
C -3.010709 -2.452393 1.436192 0.0 0.0 0.1 -0.4817
H -3.249569 -2.102156 -3.226796 0.0 0.0 0.0 0.5675
C 3.319804 0.804786 -0.500164 -0.2 -0.2 0.0 0.5001
H -4.994668 -2.964319 0.818609 0.0 0.0 0.0 0.4182
H -1.112470 2.988590 4.420338 0.0 0.0 0.0 0.5425
C 1.422688 2.481203 -6.390481 0.0 0.0 0.0 -1.6603
H -1.811475 -5.012236 -1.192463 0.0 0.0 0.0 0.4259
H 0.784026 4.021961 0.006737 0.0 0.0 0.0 0.6884
H -0.447602 3.599322 -1.951186 0.0 -0.1 0.0 0.4895
H -5.611502 0.735722 -0.354810 0.0 0.0 0.0 0.3541
H -1.759303 2.416927 -1.985083 0.0 0.0 0.1 0.5605
C 0.765830 -0.515580 5.334804 0.0 0.0 0.0 0.8427
N 1.585398 1.635196 0.995224 0.3 0.2 0.2 0.1356
C 0.363852 2.385447 -4.105157 0.0 0.0 0.0 -0.8787
C 1.593009 -1.695302 -3.670027 0.0 0.1 0.0 -1.6942
H 1.304952 3.558647 -6.281633 0.0 0.0 0.0 0.3746
H 2.562763 -3.041653 4.333279 -0.1 0.0 0.0 0.3853
O -0.161910 1.608803 5.667753 -0.1 -0.1 0.0 -0.7414
C 4.379101 1.071561 -1.354792 0.0 0.2 -0.1 -0.7000
C 2.460675 1.954236 0.000108 -0.2 0.0 0.2 0.4847
C -3.936247 -3.140707 0.667903 0.0 0.0 0.1 -0.6413
H -0.820712 5.568874 1.023925 0.0 0.0 0.0 0.4097
C 0.223934 2.328087 2.893100 0.0 0.0 0.1 0.1581
C -0.551456 4.657872 1.545243 0.0 0.0 0.0 -0.9264
C 1.301691 -3.080922 6.081936 0.0 -0.1 0.0 -0.7143
C -1.103322 4.355171 2.777092 0.0 0.0 0.0 -0.8837
N 3.037913 -0.435289 -0.091007 0.5 0.2 0.1 0.4704
H 5.579352 -2.084402 -1.528274 0.0 0.0 0.0 0.4393
C -2.414828 -1.485169 -2.892966 0.0 0.2 0.1 -1.9104
C -2.810689 -0.667988 -1.687372 0.1 -0.1 -0.1 0.5874
H 0.750265 -2.331799 -3.957826 0.0 0.0 0.1 0.2563
N 0.264553 -1.122971 1.404957 0.0 -0.4 0.3 -0.2918
C 1.186417 -0.238287 -3.739294 -0.1 -0.1 0.1 0.9536
O -0.751840 -1.977537 3.292592 0.2 0.0 0.1 -0.5411
H 1.507633 -4.114085 6.324473 0.0 0.0 0.0 0.4022
C -1.648859 -2.648745 1.234448 0.2 -0.1 -0.1 -0.1106
C 1.869700 -2.498309 4.967435 0.1 0.1 0.0 -0.0744
C 4.946776 -1.248387 -1.263192 0.1 0.0 -0.1 -0.7276
H -2.115344 -0.834221 -3.719488 0.0 0.0 0.0 0.3584
H -0.162695 -3.761009 0.159136 0.0 0.0 0.0 0.4745
C -4.146305 -0.293949 -1.530567 0.0 0.0 0.0 -0.7087
C -3.507248 -4.053312 -0.289101 0.0 0.0 0.0 -0.5161
C -0.679202 2.537439 -1.860674 0.0 -0.1 -0.2 -1.2713
H -1.833805 5.010535 3.234752 0.0 0.0 0.0 0.4247
H 2.413022 -1.897735 -4.360347 0.0 0.0 0.0 0.4601
C 3.855594 -1.434390 -0.440349 -0.3 0.0 0.0 -0.7706
C -2.150344 -4.282167 -0.466585 0.0 0.0 0.0 -0.8400
C 0.188168 -1.004524 6.494967 0.0 0.0 0.0 -0.7242
H -0.008954 -2.731928 7.746832 0.0 0.0 0.0 0.4206
H -1.572025 -2.140140 -2.667834 0.0 -0.1 0.0 0.1045
C 1.082997 1.763371 -5.112134 0.0 0.0 0.0 0.6356
N 1.602148 -1.246171 4.608777 -0.1 0.1 0.0 -0.3305
H 4.531995 2.089858 -1.683894 0.0 0.0 0.0 0.5720
C -3.649523 0.863940 0.512959 -0.1 0.0 0.0 -0.7866
H 2.449917 2.274989 -6.694296 0.0 0.0 0.0 0.3816
H -4.866471 -0.610435 -2.278534 0.0 0.0 0.0 0.4373
C 0.069838 1.745254 -2.902029 -0.1 0.0 0.1 1.3627
H 1.906640 -2.003306 -2.676696 0.1 0.0 0.1 0.1445
H 0.039490 3.413646 -4.238947 0.0 0.0 0.0 0.3806
C -4.567784 0.462625 -0.448991 0.1 0.0 0.0 -0.9218
Bi 1.950847 -0.148528 2.331018 -0.5 -0.3 0.0 0.6941
C -2.321410 0.504547 0.377552 0.2 0.1 0.0 -0.2209
H 6.031149 0.209797 -2.415853 0.0 0.0 0.0 0.4461
H -4.230554 -4.595670 -0.886823 0.0 0.0 0.0 0.4219
C 5.198364 0.030419 -1.747946 0.0 -0.1 0.0 -0.5277
```
Forces are in eV/Å.

total energy = -2565.5252 Ha
HOMO (alpha / beta) = -0.2628 / -0.2763 hartree
Kohn-Sham gap (alpha / beta) = 7.06 / 6.26 eV
M = 982.3 g mol⁻¹
LUMO level (alpha / beta) = -0.086 / -1.255 eV
multiplicity = 2

Entry 3:
Here is 2 unconnected molecules or ions with the total composition C6H12N3O2 at a distorted geometry from the OMol25 dataset. Energies are from the ωB97M-V functional and the def2-TZVPD basis.

```
23
Properties=species:S:1:pos:R:3:forces:R:3:mulliken_charge:R:1
C -0.574766 -1.591859 -1.261863 0.3 0.3 2.5 -0.4677
C -1.973195 -1.738943 -0.729224 0.5 1.0 0.4 -0.7734
H -0.710324 -1.274164 -2.283050 1.0 -0.1 -0.5 0.2751
N 4.634443 -0.039516 -0.400197 1.5 0.0 -0.4 -0.3078
C 3.410232 0.367030 -0.578471 -0.7 0.9 -2.1 0.2127
H -2.370573 -2.732487 -0.732628 -0.7 0.0 0.0 0.4159
H -2.048371 2.672239 0.164160 -0.4 -0.1 -0.2 0.3111
H 1.154299 -0.459654 -0.201274 -2.0 0.0 -0.3 0.3062
H 4.745558 -0.741062 0.296014 0.5 -0.1 0.9 0.2386
H 3.147666 0.830428 -1.589411 0.5 0.0 1.3 0.3057
O -0.067596 1.366902 0.910925 -0.8 1.0 0.5 -0.4705
N 0.073845 -0.496466 -0.395870 1.0 -1.1 -0.5 -0.1375
H 5.409925 0.525106 -0.688638 0.4 -0.3 -0.5 0.2619
H 0.001975 -2.526362 -1.023627 -0.4 1.0 -1.0 0.3658
C -2.550781 -0.640442 -0.238671 -4.1 -1.9 0.6 -0.0162
C -2.709270 1.823270 0.346643 1.0 -1.8 0.5 -0.9141
H 0.851007 1.266140 1.164119 0.6 -0.5 -0.4 0.3798
N -1.958327 0.560737 0.012503 2.1 1.3 -0.5 0.0363
H -3.616213 1.758866 -0.250808 0.1 0.5 0.2 0.3757
H -2.863521 1.708809 1.416175 -0.6 0.6 0.1 0.3768
O 2.561494 0.124176 0.250375 -1.7 -0.5 1.0 -0.7932
C -0.629006 0.450762 0.170038 0.5 0.2 -0.6 0.6540
H -3.628913 -0.604336 0.151397 1.6 -0.5 -0.8 0.3650
```
Forces are in eV/Å.

total energy = -550.3352 Ha
net charge = +1
HOMO = -0.4542 hartree
energy relative to the best compared isomer or geometry (same formula, charge and spin) = 100.7 kJ/mol
Kohn-Sham gap = 9.93 eV
M = 158.2 g mol⁻¹
LUMO level = -2.430 eV